Record 1
Below is C29H40CoGeN3O4 as an isolated structure, with properties calculated with wB97M-V/def2-TZVPD.

The geometry in XYZ format:
```
78
Properties=species:S:1:pos:R:3
Co 2.01848 0.18021 0.27612
O 4.42401 -2.83562 1.31660
C 3.72329 -1.70835 1.20788
O 3.04708 -1.46783 0.13855
C 3.69430 -0.73906 2.23705
C 4.49542 -0.57217 3.38470
C 4.35707 0.57102 4.13013
C 3.44854 1.58286 3.74402
C 2.66161 1.35022 2.64382
N 2.75125 0.22100 1.94009
C 1.62323 2.24391 1.95670
O 1.87579 3.60219 2.11979
O 1.69050 1.87827 0.62073
H 4.29698 -3.39059 0.53175
H 5.21615 -1.33532 3.62931
H 4.97134 0.72214 5.00495
H 3.38610 2.51929 4.26899
H 2.37260 3.92543 1.35624
C -3.38823 -4.14735 -0.90080
C -3.68161 -2.87412 -0.09146
C -4.34822 -3.26667 1.22938
C -4.64830 -1.96826 -0.86868
C -2.36963 -2.14774 0.12709
C -1.77465 -1.98739 1.38083
C -0.55743 -1.33823 1.48201
N 0.09716 -0.84352 0.44238
C -0.44728 -0.98233 -0.78251
C -1.67150 -1.62155 -0.95347
C 0.33706 -0.43659 -1.88604
C -0.03105 -0.54223 -3.22208
C 0.77626 -0.03922 -4.23538
C 1.95879 0.58637 -3.83222
C 2.26536 0.66944 -2.48871
N 1.48594 0.17619 -1.53192
C 0.36802 -0.19540 -5.68430
C -1.01223 0.44583 -5.88991
C 0.30627 -1.69681 -6.00493
C 1.36023 0.47215 -6.63921
H -4.30586 -4.71317 -1.03232
H -2.66864 -4.77667 -0.38193
H -2.99015 -3.91415 -1.88436
H -5.29672 -3.75692 1.02422
H -4.55405 -2.38712 1.83549
H -3.73298 -3.96136 1.79642
H -5.59885 -2.47603 -1.00406
H -4.26725 -1.71389 -1.85328
H -4.83119 -1.04819 -0.31834
H -2.23721 -2.35959 2.27819
H -0.09419 -1.22214 2.45188
H -2.08372 -1.71197 -1.94368
H -0.95614 -1.02927 -3.47591
H 2.64452 1.00798 -4.54507
H 3.17920 1.15322 -2.16816
H -1.77558 -0.02685 -5.27903
H -1.30633 0.34650 -6.93044
H -0.97954 1.50426 -5.64164
H -0.43151 -2.20744 -5.39201
H 1.27529 -2.16064 -5.83387
H 0.03713 -1.83785 -7.04764
H 1.44707 1.53593 -6.42952
H 1.00585 0.35907 -7.66074
H 2.34273 0.01060 -6.57367
C 0.98729 3.64611 5.35239
Ge -0.38389 3.14945 4.01621
C -1.76811 2.00150 4.87949
C -1.20603 4.77714 3.24727
C 0.23206 1.94446 2.52280
H 0.49418 4.11246 6.20109
H 1.68224 4.36149 4.92592
H 1.53763 2.78577 5.71632
H -2.32434 2.56769 5.61851
H -1.30980 1.15455 5.38088
H -2.47190 1.61799 4.14677
H -1.63871 5.39033 4.03433
H -1.99408 4.52068 2.54502
H -0.45513 5.36466 2.72848
H -0.46630 2.07265 1.69347
H 0.18434 0.90858 2.84298
```

Calculated values
relative energy (zero: lowest compared OMol25 entry of this formula, charge and spin) = 202.8 kJ/mol
largest force on an atom = 5.0 eV/Å
multiplicity = 4
net charge = +1
energy = -137521.8728 eV
HOMO (alpha / beta) = -10.1 / -11.1 eV



Record 2
Below is C29H41BGaN8Se as an isolated structure, with properties calculated with wB97M-V/def2-TZVPD.

The geometry in XYZ format:
```
81
Properties=species:S:1:pos:R:3
Ga -0.27853 0.03526 0.29853
C -1.87469 -1.06463 2.87200
C -3.21924 -0.31043 2.59917
C -4.30972 -1.24588 2.00417
C -3.06224 0.84588 1.67933
C -4.06598 1.86234 1.47360
C -3.45830 2.69964 0.56646
N -2.27910 2.14301 0.21156
N -2.02297 1.01699 0.90402
B -1.11354 2.94545 -0.45130
N -0.60833 2.11809 -1.67748
C -0.46331 2.44499 -2.99105
C 0.18010 1.37768 -3.60685
C 0.47473 0.45927 -2.61841
N -0.12983 0.86339 -1.48138
C 1.03940 -0.91489 -2.75471
C 2.38188 -0.91306 -3.42144
C 0.00570 -1.81001 -3.49308
N 0.09275 3.04794 0.63175
C 0.47271 4.13601 1.22102
C 1.45332 3.76624 2.20077
C 1.54162 2.33026 2.08404
N 0.64247 1.94489 1.12945
C 2.38540 1.45583 2.92486
C 3.83750 1.96138 2.94143
C 1.79339 1.32182 4.32024
H -1.89675 -1.64743 3.82309
H -1.02247 -0.32657 2.82650
H -1.68367 -1.78640 2.10627
H -3.57843 0.19798 3.52311
H -3.93526 -1.68268 1.09235
H -5.19517 -0.63785 1.89363
H -4.47818 -2.04688 2.69089
H -5.03532 1.83779 1.92600
H -3.73417 3.68743 0.14961
H -1.63937 3.93357 -0.80670
H -0.80519 3.36285 -3.32229
H 0.41042 1.26389 -4.66496
H 1.17698 -1.31099 -1.74732
H 2.29683 -0.75211 -4.52002
H 2.77009 -1.97843 -3.32149
H 3.07619 -0.21272 -2.95851
H 0.06681 -1.58844 -4.57016
H -1.00115 -1.60449 -3.15338
H 0.27048 -2.82222 -3.34942
H 0.02414 5.10096 1.03281
H 2.10473 4.44860 2.78326
H 2.42926 0.48313 2.50767
H 3.78374 3.02679 3.05537
H 4.29753 1.75966 1.96318
H 4.39331 1.44035 3.71678
H 1.60827 2.32487 4.79972
H 2.40936 0.71453 5.01655
H 0.79685 0.83403 4.31248
Se 1.20975 -1.64270 1.22238
C 2.90764 -1.08097 0.29151
C 3.04441 0.16062 -0.31608
C 4.19269 0.48522 -0.94670
C 5.31171 -0.35317 -0.85157
C 5.14881 -1.58295 -0.21651
C 3.94741 -2.00206 0.33174
H 2.17592 0.91741 -0.44072
H 4.30065 1.41200 -1.46404
H 6.26920 -0.07259 -1.36444
H 6.03174 -2.22087 -0.15510
H 3.75682 -2.96955 0.78998
C -1.50891 -4.99821 -1.56090
C -2.04562 -3.63023 -1.26955
C -3.04566 -2.87289 -1.77090
C -2.83994 -1.51848 -1.31021
N -1.73283 -1.50582 -0.53889
N -1.24371 -2.74797 -0.53338
C -3.56593 -0.27122 -1.66719
H -1.13931 -4.99489 -2.53173
H -2.23101 -5.75870 -1.43713
H -0.62862 -5.20646 -0.93334
H -3.91139 -3.17346 -2.31792
H -0.46782 -2.98595 0.08765
H -3.82589 0.48273 -0.95339
H -4.51057 -0.68881 -2.15371
H -2.92461 0.28328 -2.36158
```

Calculated values
relative energy (zero: lowest compared OMol25 entry of this formula, charge and spin) = 0.0 kJ/mol
largest force on an atom = 4.2 eV/Å
net charge = +1
energy = -161056.3470 eV
HOMO = -11.1 eV



Record 3
Below is C29H41F5OP2W as an isolated structure, with properties calculated with wB97M-V/def2-TZVPD.

The geometry in XYZ format:
```
79
Properties=species:S:1:pos:R:3
W 1.38846 1.60007 0.61554
C 0.64733 -0.10594 1.67595
C 0.89153 0.91778 2.65111
C -0.67326 1.77745 1.14290
C -0.35588 0.42159 0.73998
C 0.08500 2.06481 2.32283
C 0.95109 -1.54101 1.92678
H 2.00459 -1.69216 2.20093
H 0.68006 -2.16663 1.07741
H 0.34941 -1.96283 2.75548
C -1.04578 -0.33721 -0.31165
H -0.69528 -1.35734 -0.46325
H -1.00943 0.16924 -1.27430
H -2.10424 -0.43737 -0.06775
C -1.40915 2.74782 0.30579
H -2.48186 2.64966 0.53844
H -1.25632 2.54679 -0.76816
H -1.05085 3.77247 0.47832
C -0.10719 3.24493 3.18560
H -0.83190 3.04815 3.99198
H -0.48864 4.08983 2.61374
H 0.80641 3.61570 3.66071
C 1.66389 0.73906 3.91789
H 1.02245 0.41745 4.75357
H 2.12625 1.67481 4.26843
H 2.44098 -0.03283 3.83507
C 2.08108 -1.56659 -3.31866
C 2.02701 -2.56486 -2.39087
C 2.76414 -2.95870 -1.14409
C 4.29157 -2.78759 -0.66083
C 4.74835 -1.45740 -0.96703
C 4.10322 -0.44598 -1.63316
C 2.52368 0.03985 -1.61647
C 1.96872 -0.10001 -3.05989
H 2.60929 -4.03954 -1.08468
H 5.04526 -3.52582 -1.02239
H 2.28428 -2.51313 -0.24882
H 2.54956 0.46103 -3.82669
H 2.26446 -1.83793 -4.34841
H 1.35988 -3.36100 -2.79574
H 0.90360 0.22159 -3.21775
H 1.83211 -0.57099 -1.01743
H 2.17243 2.55771 1.71715
H 2.09489 1.11374 -1.33543
H 4.30688 -2.91732 0.45928
H 5.42194 -1.09449 -0.18549
P 5.30393 0.85930 -1.91430
C 5.91757 0.34380 -3.51444
C 6.82656 0.81590 -0.89930
P 3.37723 2.35219 -0.12974
C 4.57095 2.43758 -1.69757
C 4.62673 2.74749 1.07455
C 2.27523 3.71190 -0.73575
H 5.43327 0.84743 -4.35179
H 5.76915 -0.73369 -3.67027
H 7.00155 0.49213 -3.63300
H 7.66277 1.17840 -1.51616
H 7.11545 -0.19755 -0.58795
H 6.74846 1.44454 -0.00406
H 2.98174 4.18827 -1.44318
H 1.99286 4.34699 0.11120
H 1.39155 3.36434 -1.30877
H 4.11893 2.75315 -2.65160
H 5.39438 3.14600 -1.47686
H 4.15795 3.50995 1.69887
H 5.52790 3.10254 0.56322
H 4.89886 1.88809 1.69387
F -4.66926 1.00738 -6.65554
C -3.71798 1.14729 -5.72353
C -2.95040 0.05136 -5.34326
F -3.19662 -1.15619 -5.88345
C -1.95144 0.19351 -4.41448
F -1.19848 -0.87248 -4.06532
C -1.66533 1.44623 -3.77960
O -0.73961 1.57150 -2.93030
C -2.51265 2.53349 -4.18042
F -2.31573 3.72011 -3.58209
C -3.49302 2.38559 -5.13297
F -4.24398 3.44149 -5.49698
```

Calculated values
relative energy (zero: lowest compared OMol25 entry of this formula, charge and spin) = 580.4 kJ/mol
largest force on an atom = 4.2 eV/Å
multiplicity = 3
net charge = +2
energy = -66750.2538 eV
HOMO (alpha / beta) = -12.9 / -12.6 eV